Entry 1:
The following is a DFT calculation (ωB97M-V/def2-TZVPD) of a 2-piece molecular cluster, C47H63N7O3 overall.

Energy relative to the best compared isomer or geometry (same formula, charge and spin) = 0.0 kcal per mole
Gap between HOMO and LUMO = 5.4231 eV
HOMO energy = -0.2320 hartree
Electronic energy = -2437.50963 a.u.
Charge = 0
Multiplicity = 1

CARTESIAN COORDINATES (ANGSTROEM)
1 C -0.114 -3.555 -4.911
2 C 1.200 -3.483 -4.129
3 C 1.681 -4.881 -3.733
4 C 1.060 -2.543 -2.942
5 C 0.689 -2.997 -1.675
6 C 0.429 -2.108 -0.634
7 C -0.164 -2.600 0.688
8 C 0.371 -3.963 1.121
9 C -1.688 -2.557 0.695
10 C 0.682 -0.725 -0.831
11 C 0.420 0.230 0.247
12 N 1.198 0.368 1.400
13 C 2.118 -0.624 1.934
14 C 1.795 -1.325 3.112
15 C 0.582 -0.947 3.964
16 C 0.954 0.181 4.916
17 C -0.090 -2.130 4.649
18 C 2.628 -2.385 3.498
19 C 3.682 -2.796 2.685
20 C 3.999 -2.081 1.533
21 C 3.273 -0.941 1.190
22 C 3.770 0.022 0.124
23 C 4.677 -0.642 -0.908
24 C 4.408 1.271 0.732
25 N 0.688 1.342 2.184
26 N -0.389 1.833 1.519
27 C -1.253 2.794 2.180
28 C -2.387 2.331 2.870
29 C -2.713 0.838 3.013
30 C -3.888 0.470 2.119
31 C -2.975 0.432 4.465
32 C -3.255 3.264 3.437
33 C -2.935 4.621 3.426
34 C -1.740 5.048 2.851
35 C -0.889 4.147 2.216
36 C 0.433 4.659 1.641
37 C 0.677 4.277 0.179
38 C 1.611 4.292 2.548
39 C -0.637 1.087 0.350
40 C -1.755 1.149 -0.512
41 C 1.141 -0.256 -2.101
42 C 1.576 1.197 -2.322
43 C 0.467 2.077 -2.880
44 C 2.810 1.321 -3.222
45 C 1.257 -1.179 -3.139
46 H -0.484 -2.558 -5.177
47 H 0.014 -4.127 -5.836
48 H -0.893 -4.049 -4.315
49 H 1.950 -3.034 -4.794
50 H 2.582 -4.815 -3.114
51 H 0.905 -5.419 -3.178
52 H 1.923 -5.457 -4.631
53 H 0.551 -4.064 -1.495
54 H 0.174 -1.882 1.447
55 H 1.462 -3.999 1.021
56 H 0.127 -4.148 2.174
57 H -0.073 -4.767 0.519
58 H -2.050 -1.546 0.467
59 H -2.101 -3.242 -0.062
60 H -2.080 -2.842 1.682
61 H -0.157 -0.536 3.264
62 H 1.125 1.081 4.315
63 H 0.153 0.380 5.636
64 H 1.876 -0.068 5.459
65 H -0.419 -2.869 3.906
66 H 0.582 -2.624 5.362
67 H -0.976 -1.781 5.195
68 H 2.436 -2.910 4.436
69 H 4.270 -3.677 2.950
70 H 4.835 -2.396 0.908
71 H 2.866 0.342 -0.403
72 H 4.144 -1.456 -1.418
73 H 4.998 0.089 -1.658
74 H 5.579 -1.051 -0.434
75 H 3.741 1.735 1.471
76 H 5.347 1.006 1.239
77 H 4.621 2.012 -0.051
78 H -1.822 0.297 2.668
79 H -3.672 0.755 1.085
80 H -4.082 -0.608 2.148
81 H -4.792 1.004 2.440
82 H -2.139 0.719 5.114
83 H -3.886 0.912 4.844
84 H -3.102 -0.657 4.535
85 H -4.175 2.912 3.906
86 H -3.596 5.344 3.901
87 H -1.452 6.102 2.887
88 H 0.335 5.753 1.666
89 H -0.251 4.298 -0.407
90 H 1.382 4.985 -0.275
91 H 1.124 3.278 0.101
92 H 1.474 4.715 3.550
93 H 1.687 3.202 2.654
94 H 2.551 4.673 2.133
95 H -2.211 2.119 -0.692
96 H -2.365 0.242 -0.546
97 H 1.837 1.614 -1.335
98 H -0.349 2.181 -2.157
99 H 0.827 3.090 -3.107
100 H 0.052 1.641 -3.802
101 H 3.593 0.614 -2.921
102 H 2.545 1.130 -4.270
103 H 3.218 2.338 -3.146
104 H 1.533 -0.840 -4.141
105 C -3.536 -3.037 -4.457
106 O -4.158 -1.846 -5.010
107 C -3.811 -0.641 -4.558
108 N -4.459 0.373 -5.163
109 C -4.158 1.573 -4.707
110 N -4.618 2.795 -5.158
111 O -3.951 3.732 -4.407
112 N -3.025 3.072 -3.443
113 O -2.354 3.785 -2.716
114 C -3.201 1.730 -3.629
115 C -2.563 0.630 -3.070
116 N -2.895 -0.572 -3.578
117 H -4.344 -3.756 -4.321
118 H -2.832 -3.416 -5.200
119 H -3.028 -2.833 -3.508
120 H -1.758 0.733 -2.338

***

Entry 2:
The following is a DFT calculation (ωB97M-V/def2-TZVPD) of C47H63N7OSTl as an isolated structure.

Energy relative to the best compared isomer or geometry (same formula, charge and spin) = 3.9 kcal per mole
Gap between HOMO and LUMO = 5.3809 eV
HOMO energy = -0.1146 hartree
Electronic energy = -2858.04616 a.u.
Charge = -1
Multiplicity = 1

CARTESIAN COORDINATES (ANGSTROEM)
1 Tl 0.115 0.505 0.050
2 C -1.995 5.333 3.882
3 C -1.722 3.894 4.331
4 C -0.726 3.203 3.455
5 C 0.615 3.131 3.617
6 C 1.418 3.616 4.781
7 C 1.602 2.513 5.828
8 C 1.163 2.418 2.467
9 C 2.483 2.269 2.175
10 C 3.059 1.585 1.053
11 C 4.388 1.552 0.603
12 C 5.512 2.383 1.142
13 C 5.448 3.842 0.683
14 C 4.422 0.650 -0.487
15 C 3.115 0.171 -0.635
16 C 2.537 -0.881 -1.548
17 C 1.578 -0.310 -2.568
18 N 0.541 0.422 -2.145
19 C -0.288 0.668 -3.203
20 C -1.569 1.270 -3.055
21 C -2.193 1.700 -1.917
22 N -1.673 1.670 -0.623
23 C -2.531 2.281 0.201
24 C -2.289 2.593 1.555
25 C -1.043 2.557 2.179
26 N 0.087 2.039 1.662
27 C -3.715 2.681 -0.553
28 C -3.499 2.330 -1.849
29 C -4.382 2.608 -3.025
30 C -3.962 3.870 -3.784
31 C -4.914 3.350 0.041
32 C -5.876 2.351 0.689
33 C 0.294 0.116 -4.363
34 C 1.485 -0.509 -3.957
35 C 2.433 -1.274 -4.832
36 C 1.934 -2.679 -5.184
37 C -0.228 0.242 -5.761
38 C 0.152 1.575 -6.412
39 N 2.321 0.726 0.293
40 C 5.583 0.307 -1.370
41 C 5.561 1.070 -2.698
42 H -2.746 5.813 4.513
43 H -2.349 5.349 2.850
44 H -1.080 5.925 3.924
45 H -2.658 3.329 4.335
46 H -1.363 3.896 5.364
47 H 0.931 4.484 5.234
48 H 2.398 3.958 4.439
49 H 0.637 2.212 6.240
50 H 2.241 2.844 6.649
51 H 2.046 1.628 5.371
52 H 3.182 2.720 2.873
53 H 6.469 1.952 0.833
54 H 5.510 2.353 2.238
55 H 5.486 3.899 -0.406
56 H 6.274 4.430 1.090
57 H 4.509 4.298 1.001
58 H 3.365 -1.353 -2.083
59 H -2.142 1.377 -3.971
60 H -3.097 3.057 2.104
61 H -5.415 2.716 -2.685
62 H -4.372 1.752 -3.704
63 H -3.999 4.740 -3.126
64 H -4.616 4.056 -4.638
65 H -2.938 3.777 -4.147
66 H -5.440 3.923 -0.728
67 H -4.590 4.076 0.792
68 H -6.254 1.648 -0.056
69 H -6.728 2.855 1.151
70 H -5.361 1.770 1.455
71 H 3.405 -1.352 -4.335
72 H 2.617 -0.717 -5.757
73 H 1.745 -3.252 -4.277
74 H 2.657 -3.219 -5.801
75 H 0.992 -2.626 -5.733
76 H -1.318 0.137 -5.768
77 H 0.157 -0.578 -6.373
78 H -0.239 2.409 -5.827
79 H -0.237 1.653 -7.431
80 H 1.237 1.685 -6.449
81 H 5.584 -0.767 -1.581
82 H 6.523 0.511 -0.849
83 H 4.633 0.866 -3.236
84 H 6.401 0.794 -3.339
85 H 5.602 2.146 -2.520
86 O -1.621 -0.956 1.376
87 C -1.690 -2.134 0.586
88 C -0.359 -2.612 0.042
89 C -0.221 -3.929 -0.319
90 C 0.877 -4.233 -1.197
91 C 1.838 -3.330 -1.441
92 C 1.886 -2.028 -0.685
93 N 0.556 -1.669 -0.156
94 H -1.069 -1.145 2.160
95 H -2.339 -1.881 -0.257
96 H -2.160 -2.951 1.143
97 H -1.018 -4.634 -0.129
98 H 0.898 -5.189 -1.711
99 H 2.644 -3.539 -2.135
100 H 2.578 -2.130 0.176
101 C 2.706 -5.108 4.641
102 C 1.841 -4.985 3.392
103 N 0.976 -3.820 3.394
104 C 1.410 -2.535 3.314
105 S 0.408 -1.282 3.860
106 N 2.608 -2.330 2.767
107 C 3.255 -1.028 2.699
108 C 4.139 -0.756 3.904
109 H 3.302 -6.022 4.608
110 H 2.081 -5.137 5.535
111 H 3.384 -4.259 4.736
112 H 1.196 -5.858 3.287
113 H 2.455 -4.980 2.488
114 H 0.130 -3.883 3.936
115 H 3.136 -3.128 2.454
116 H 2.470 -0.286 2.631
117 H 3.825 -0.977 1.769
118 H 3.545 -0.767 4.819
119 H 4.599 0.228 3.799
120 H 4.936 -1.499 3.995

***

Entry 3:
The following is a DFT calculation (ωB97M-V/def2-TZVPD) of C47H66BBrF4Li2N7NaO15P2S2 as an isolated structure.

⟨S²⟩ = 1.776
Gap between HOMO and LUMO = 2.2659 eV
HOMO energy = -0.1666 hartree
Electronic energy = -7996.61581 a.u.
Charge = -1
Multiplicity = 2

CARTESIAN COORDINATES (ANGSTROEM)
1 C 5.696 1.495 6.271
2 C 5.513 0.477 5.059
3 C 5.335 -1.023 5.499
4 C 5.099 -2.102 4.429
5 C 5.053 -1.666 2.909
6 C 5.220 -0.153 2.500
7 C 5.091 0.172 0.945
8 C 3.706 1.027 0.773
9 C 2.484 -0.057 0.676
10 S 1.325 0.110 2.166
11 C -0.316 -0.667 1.794
12 S -0.658 -1.523 0.340
13 N -1.459 -0.580 2.740
14 C -1.493 -0.184 4.127
15 C -2.945 -0.232 4.726
16 N -3.777 -0.678 3.589
17 C -2.876 -0.870 2.474
18 C 5.485 0.977 3.590
19 P 5.685 2.748 2.984
20 O 6.855 2.686 1.704
21 Br 6.663 4.149 4.463
22 C 4.822 -2.870 1.899
23 O 5.450 -3.105 0.839
24 C 3.701 -3.953 2.332
25 C 2.703 -4.537 1.307
26 C 1.691 -5.606 1.801
27 C 1.735 -6.033 3.303
28 C 2.737 -5.421 4.351
29 C 3.758 -4.371 3.855
30 C 4.855 -3.658 4.802
31 O 5.429 -4.226 5.752
32 H 6.818 1.757 6.383
33 H 5.109 2.475 6.177
34 H 5.409 0.968 7.265
35 H 5.367 -1.363 6.591
36 H 4.907 -0.762 0.288
37 H 5.993 0.687 0.478
38 H 3.462 1.671 1.682
39 H 3.679 1.615 -0.205
40 H 2.848 -1.140 0.708
41 H 1.878 0.062 -0.288
42 H -0.593 0.146 4.738
43 H -3.279 0.011 5.795
44 H -3.353 -1.195 1.497
45 H 7.562 2.046 2.013
46 H 2.771 -4.147 0.228
47 H 0.974 -6.056 1.034
48 H 0.975 -6.835 3.630
49 H 2.704 -5.753 5.455
50 Na 0.047 0.368 -1.361
51 B 9.472 0.089 0.037
52 F 10.483 -0.873 0.352
53 F 9.156 0.855 1.213
54 F 9.950 0.969 -0.989
55 F 8.293 -0.586 -0.421
56 C 4.037 -5.781 8.381
57 O 4.531 -6.868 8.697
58 O 4.322 -4.670 8.919
59 O 3.170 -5.612 7.475
60 Li -4.875 1.191 5.391
61 Li 3.947 2.457 8.078
62 C 9.436 3.823 -2.582
63 N 8.365 3.793 -3.613
64 O 8.062 4.855 -4.140
65 O 7.865 2.709 -3.858
66 H 9.785 4.848 -2.470
67 H 9.006 3.457 -1.650
68 H 10.242 3.176 -2.926
69 C -3.524 5.803 -2.639
70 C -4.121 4.380 -2.778
71 C -5.622 4.529 -3.104
72 C -6.421 5.035 -1.904
73 C -6.197 4.157 -0.677
74 C -4.713 3.870 -0.347
75 N -3.893 3.550 -1.554
76 O -4.162 2.255 -1.888
77 C -4.062 5.059 0.398
78 C -4.688 2.742 0.725
79 C -3.347 3.803 -3.991
80 H -3.513 6.311 -3.610
81 H -4.101 6.471 -1.998
82 H -2.494 5.778 -2.273
83 H -6.037 3.569 -3.431
84 H -5.758 5.220 -3.943
85 H -6.164 6.073 -1.672
86 H -7.486 5.042 -2.157
87 H -6.690 4.615 0.186
88 H -6.719 3.208 -0.853
89 H -3.009 4.845 0.612
90 H -4.557 5.239 1.356
91 H -4.107 6.004 -0.135
92 H -5.233 1.849 0.408
93 H -5.162 3.076 1.652
94 H -3.661 2.450 0.967
95 H -2.277 3.739 -3.763
96 H -3.456 4.446 -4.869
97 H -3.689 2.810 -4.288
98 C -8.802 0.488 3.058
99 C -7.978 1.677 2.520
100 O -7.293 2.198 3.545
101 H -9.514 0.803 3.828
102 H -9.381 0.032 2.242
103 H -8.160 -0.293 3.479
104 H -8.713 2.325 2.002
105 H -7.406 1.266 1.664
106 O -0.356 0.386 -5.826
107 P 0.322 0.179 -7.197
108 N -1.120 -0.407 -7.917
109 C -1.341 -1.622 -8.675
110 C -2.179 0.576 -8.131
111 N 1.297 -1.121 -6.581
112 C 0.933 -2.521 -6.717
113 C 1.765 -0.931 -5.204
114 N 1.144 0.019 -8.753
115 C 0.717 0.884 -9.848
116 C 2.264 -0.834 -9.105
117 H -0.638 -1.750 -9.504
118 H -2.340 -1.661 -9.120
119 H -1.299 -2.503 -8.034
120 H -1.985 1.183 -9.021
121 H -2.264 1.254 -7.277
122 H -3.162 0.110 -8.243
123 H 0.004 -2.758 -6.187
124 H 1.722 -3.169 -6.317
125 H 0.847 -2.818 -7.762
126 H 0.993 -1.185 -4.469
127 H 2.082 0.100 -5.033
128 H 2.640 -1.561 -5.000
129 H -0.118 0.438 -10.398
130 H 1.510 1.070 -10.577
131 H 0.403 1.856 -9.465
132 H 1.908 -1.796 -9.491
133 H 2.946 -1.013 -8.275
134 H 2.890 -0.391 -9.886
135 C -4.754 -4.020 4.803
136 C -4.559 -5.340 4.867
137 C -5.415 -6.211 5.721
138 O -5.221 -7.415 5.741
139 C -6.468 -5.572 6.518
140 C -6.661 -4.254 6.457
141 C -5.823 -3.386 5.581
142 O -6.039 -2.187 5.537
143 O -7.634 -3.646 7.193
144 O -3.569 -5.943 4.152
145 H -4.142 -3.376 4.186
146 H -7.071 -6.214 7.147
147 H -7.571 -2.696 6.971
148 H -3.636 -6.894 4.368